w.
C4H10O2P | ωB97M-V with the def2-TZVPD basis set

frontier orbital gap: 6.38 eV
structure (SMILES): C=[P@]([O-])(O)C(C)C
net charge: -1

The geometry in XYZ format:
```
17
C4H10O2P (ωB97M-V with the def2-TZVPD basis set)
C -2.50 1.35 0.35
C 1.59 0.78 -0.91
C 1.14 -1.54 0.37
C 0.76 0.02 0.13
O -1.53 -0.75 -1.48
O -1.57 -1.14 0.95
P -1.18 -0.03 -0.24
H -2.19 1.97 1.18
H -2.77 2.08 -0.58
H 1.18 1.69 -1.24
H 2.56 1.01 -0.53
H 1.76 0.16 -1.74
H 1.07 -1.89 1.32
H 2.19 -1.56 0.05
H 0.50 -2.11 -0.35
H 0.83 0.56 1.04
H -1.86 -0.60 1.69
```

Löwdin population analysis, charges in e, atoms 1 to 8:
1 C -0.29
2 C -0.13
3 C -0.11
4 C -0.41
5 O -0.41
6 O -0.28
7 P 0.50
8 H -0.16

x.
C4H10O2P | ωB97M-V with the def2-TZVPD basis set

frontier orbital gap (alpha / beta): 7.34 / 7.34 eV
net charge: -1

The geometry in XYZ format:
```
17
C4H10O2P (ωB97M-V with the def2-TZVPD basis set)
C -0.40 -0.46 -1.81
C 1.93 1.07 0.29
C -1.21 -2.04 0.64
C 0.50 1.48 0.59
O -2.86 1.17 -0.01
O -0.47 -0.86 0.85
P -0.69 0.31 -0.29
H -0.75 0.19 -2.61
H 0.68 -0.64 -1.92
H 2.12 1.09 -0.79
H 2.65 1.73 0.78
H 2.10 0.05 0.64
H -1.21 -2.28 -0.43
H -2.24 -1.90 0.97
H -0.74 -2.84 1.22
H 0.29 2.48 0.22
H 0.29 1.44 1.66
```

Löwdin population analysis, charges in e, atoms 1 to 8:
1 C -0.33
2 C -0.19
3 C -0.20
4 C -0.36
5 O -0.72
6 O -0.40
7 P 0.82
8 H -0.06

Result of the stability comparison: x is the least stable of them.

w.
C61H35FeI4N5O4 | ωB97M-V with the def2-TZVPD basis set

frontier orbital gap (alpha / beta): 4.62 / 4.62 eV
net charge: -2

The geometry in XYZ format:
```
110
C61H35FeI4N5O4 (ωB97M-V with the def2-TZVPD basis set)
Fe 0.01 0.06 0.12
I -4.48 -6.69 4.31
C -3.64 -4.84 3.69
C -3.19 -3.94 4.64
C -2.66 -2.73 4.25
C -2.57 -2.38 2.89
C -3.02 -3.34 1.96
C -3.55 -4.55 2.34
C -1.98 -1.18 2.35
C -0.78 -0.59 2.84
C -0.38 -0.41 4.19
C 0.75 0.36 4.18
C 1.11 0.56 2.82
C 2.31 1.10 2.31
C 3.23 1.85 3.14
C 3.76 3.04 2.62
C 4.65 3.81 3.34
C 5.01 3.41 4.61
I 6.38 4.59 5.73
C 4.50 2.25 5.16
C 3.63 1.47 4.42
C 2.72 0.82 0.99
N 1.93 0.26 0.05
C 2.72 -0.15 -0.98
C 2.23 -0.69 -2.18
C 3.19 -1.26 -3.13
C 4.15 -0.45 -3.74
C 5.08 -0.99 -4.61
C 5.06 -2.35 -4.86
I 6.50 -3.17 -6.19
C 4.13 -3.18 -4.26
C 3.19 -2.63 -3.41
C 0.89 -0.55 -2.60
C 0.44 -0.61 -3.95
C -0.83 -0.11 -3.96
C -1.17 0.19 -2.61
N -0.11 -0.07 -1.81
C -2.45 0.51 -2.12
C -2.81 0.28 -0.79
C -4.12 -0.03 -0.33
C -3.97 -0.66 0.88
C -2.57 -0.66 1.17
N -1.90 -0.04 0.18
C -3.49 0.81 -3.13
C -4.33 -0.19 -3.61
C -5.25 0.09 -4.61
C -5.33 1.37 -5.12
I -6.71 1.79 -6.67
C -4.52 2.38 -4.63
C -3.60 2.10 -3.64
C 4.08 0.15 -0.68
C 4.07 0.81 0.52
N 0.13 0.03 2.03
H -3.26 -4.18 5.70
H -2.35 -2.04 5.01
H -2.91 -3.12 0.91
H -3.87 -5.26 1.60
H -0.90 -0.74 5.06
H 1.27 0.73 5.05
H 3.46 3.36 1.63
H 5.04 4.72 2.91
H 4.78 1.95 6.16
H 3.31 0.53 4.83
H 4.15 0.61 -3.54
H 5.81 -0.35 -5.09
H 4.12 -4.24 -4.45
H 2.47 -3.26 -2.93
H 1.02 -0.97 -4.78
H -1.48 0.00 -4.81
H -5.03 0.16 -0.87
H -4.74 -1.06 1.51
H -4.24 -1.19 -3.22
H -5.88 -0.69 -5.00
H -4.61 3.38 -5.03
H -2.95 2.88 -3.26
H 4.93 -0.08 -1.29
H 4.93 1.18 1.05
C -0.48 4.85 3.13
C -1.02 3.55 3.20
C -0.90 2.69 2.15
C -0.20 3.04 0.97
C 0.06 2.10 -0.08
C 0.60 2.63 -1.23
C 0.95 3.98 -1.38
C 0.82 4.85 -0.34
C 0.26 4.39 0.87
C 0.11 5.26 1.97
H -0.55 5.52 3.97
H -1.52 3.24 4.10
H -1.36 1.72 2.19
H 0.79 2.00 -2.08
H 1.36 4.32 -2.33
H 1.13 5.88 -0.42
H 0.49 6.27 1.88
O 0.92 -2.69 1.97
C 0.41 -2.86 0.87
O 0.08 -1.95 0.04
C 0.16 -4.26 0.37
C 0.09 -4.52 -0.99
C -0.02 -5.81 -1.46
C -0.08 -6.88 -0.56
C -0.08 -6.62 0.82
C 0.05 -5.32 1.27
N -0.13 -8.20 -1.03
O -0.13 -8.39 -2.26
O -0.15 -9.13 -0.21
H 0.15 -3.68 -1.67
H -0.04 -6.03 -2.52
H -0.16 -7.45 1.50
H 0.08 -5.11 2.33
```

Löwdin population analysis, charges in e, atoms 1 to 8:
1 Fe 0.42
2 I 0.75
3 C -0.72
4 C -0.17
5 C -0.01
6 C -0.14
7 C -0.02
8 C -0.15

x.
C61H35FeI4N5O4 | ωB97M-V with the def2-TZVPD basis set

frontier orbital gap (alpha / beta): 4.73 / 4.72 eV
net charge: -2

The geometry in XYZ format:
```
110
C61H35FeI4N5O4 (ωB97M-V with the def2-TZVPD basis set)
Fe -0.01 0.44 0.06
I -4.72 -5.95 4.86
C -3.83 -4.21 4.05
C -3.39 -3.21 4.90
C -2.82 -2.06 4.37
C -2.68 -1.88 2.99
C -3.14 -2.93 2.16
C -3.71 -4.08 2.68
C -2.03 -0.74 2.33
C -0.83 -0.18 2.80
C -0.43 0.01 4.17
C 0.71 0.75 4.15
C 1.07 0.92 2.77
C 2.28 1.43 2.27
C 3.21 2.18 3.12
C 3.69 3.41 2.66
C 4.57 4.18 3.40
C 4.98 3.72 4.64
I 6.33 4.88 5.78
C 4.54 2.51 5.13
C 3.67 1.74 4.37
C 2.70 1.16 0.95
N 1.91 0.62 0.00
C 2.71 0.26 -1.04
C 2.23 -0.23 -2.26
C 3.21 -0.76 -3.25
C 4.14 0.08 -3.86
C 5.06 -0.42 -4.77
C 5.05 -1.77 -5.07
I 6.45 -2.53 -6.46
C 4.14 -2.63 -4.48
C 3.22 -2.11 -3.57
C 0.90 -0.14 -2.67
C 0.45 -0.20 -4.04
C -0.83 0.24 -4.05
C -1.18 0.52 -2.68
N -0.12 0.29 -1.88
C -2.47 0.79 -2.20
C -2.83 0.58 -0.87
C -4.16 0.28 -0.40
C -4.02 -0.32 0.81
C -2.61 -0.29 1.12
N -1.93 0.30 0.11
C -3.53 1.07 -3.21
C -4.37 0.07 -3.68
C -5.31 0.33 -4.67
C -5.41 1.61 -5.18
I -6.82 2.02 -6.70
C -4.60 2.64 -4.71
C -3.66 2.36 -3.73
C 4.08 0.54 -0.71
C 4.07 1.15 0.50
N 0.09 0.41 1.98
H -3.49 -3.32 5.97
H -2.50 -1.29 5.05
H -2.99 -2.84 1.10
H -4.03 -4.87 2.02
H -0.96 -0.31 5.05
H 1.22 1.14 5.01
H 3.33 3.78 1.70
H 4.91 5.13 3.02
H 4.87 2.15 6.10
H 3.38 0.76 4.72
H 4.13 1.14 -3.63
H 5.77 0.25 -5.25
H 4.14 -3.68 -4.71
H 2.51 -2.78 -3.10
H 1.05 -0.52 -4.88
H -1.49 0.35 -4.90
H -5.08 0.45 -0.95
H -4.79 -0.70 1.46
H -4.27 -0.93 -3.28
H -5.95 -0.46 -5.04
H -4.69 3.64 -5.11
H -3.01 3.14 -3.36
H 4.94 0.33 -1.32
H 4.92 1.51 1.05
C -1.02 5.30 2.95
C -1.56 4.00 2.97
C -1.27 3.12 1.95
C -0.41 3.46 0.88
C -0.02 2.50 -0.13
C 0.62 3.05 -1.23
C 0.98 4.41 -1.34
C 0.72 5.28 -0.32
C 0.03 4.82 0.82
C -0.27 5.71 1.88
H -1.22 5.99 3.77
H -2.19 3.69 3.79
H -1.73 2.15 1.95
H 0.93 2.41 -2.05
H 1.49 4.75 -2.24
H 1.03 6.32 -0.37
H 0.10 6.73 1.83
O 1.08 -2.47 1.80
C 0.46 -2.52 0.74
O 0.08 -1.59 -0.04
C 0.10 -3.90 0.20
C -0.15 -4.09 -1.16
C -0.39 -5.35 -1.66
C -0.41 -6.44 -0.79
C -0.21 -6.26 0.57
C 0.05 -5.00 1.06
N -0.62 -7.76 -1.32
O -0.81 -7.89 -2.52
O -0.62 -8.71 -0.55
H -0.14 -3.21 -1.80
H -0.57 -5.51 -2.71
H -0.26 -7.12 1.23
H 0.23 -4.83 2.12
```

Löwdin population analysis, charges in e, atoms 1 to 8:
1 Fe 0.41
2 I 0.76
3 C -0.73
4 C -0.16
5 C -0.02
6 C -0.14
7 C -0.02
8 C -0.15

Result of the stability comparison: w is the least stable of them.

w.
C3H4ClINP | ωB97M-V with the def2-TZVPD basis set

frontier orbital gap: 7.57 eV

The geometry in XYZ format:
```
11
C3H4ClINP (ωB97M-V with the def2-TZVPD basis set)
C 0.02 1.86 -0.27
C -0.95 -0.62 0.64
C 2.01 -0.22 -1.06
N -2.01 -0.99 0.08
P 0.38 0.25 -0.45
Cl -0.54 -0.60 2.33
I 2.42 -1.65 0.61
H -0.97 2.21 0.19
H 0.50 2.53 -0.86
H 1.85 -1.16 -1.75
H -2.71 -1.61 0.54
```

Löwdin population analysis, charges in e, atoms 1 to 8:
1 C -0.19
2 C -1.00
3 C -0.74
4 N 0.05
5 P 0.71
6 Cl 0.56
7 I 0.58
8 H 0.06

x.
C3H4ClINP | ωB97M-V with the def2-TZVPD basis set

frontier orbital gap: 8.00 eV
structure (SMILES): [H]/N=C(Cl)/C(I)=P/C

The geometry in XYZ format:
```
11
C3H4ClINP (ωB97M-V with the def2-TZVPD basis set)
C 0.54 -1.42 -1.09
C 0.25 -0.53 0.10
C -0.62 1.83 1.11
N 0.40 -0.88 -2.22
P -0.23 1.02 -0.49
Cl 0.92 -3.10 -0.86
I 0.04 -1.61 2.15
H -1.44 1.31 1.82
H 0.33 1.94 1.64
H -0.94 2.88 0.86
H 0.76 -1.44 -3.02
```

Löwdin population analysis, charges in e, atoms 1 to 8:
1 C -1.01
2 C -0.83
3 C -0.45
4 N -0.02
5 P 0.94
6 Cl 0.59
7 I 0.59
8 H 0.07

Result of the stability comparison: w is the least stable of them.

w.
CH3O2S | ωB97M-V with the def2-TZVPD basis set

frontier orbital gap (alpha / beta): 8.88 / 4.44 eV
net charge: -1

The geometry in XYZ format:
```
7
CH3O2S (ωB97M-V with the def2-TZVPD basis set)
C 0.27 -0.64 -0.27
O -3.94 -1.12 0.36
O -4.02 1.33 0.45
S -3.54 0.15 -0.29
H -0.75 -0.82 -0.64
H 0.87 -1.50 0.28
H 0.44 0.40 -0.03
```

How is the electron density shared among the atoms? According to Löwdin, the charges in e are:
1 C 0.02
2 O -0.70
3 O -0.69
4 S 0.47
5 H -0.07
6 H 0.01
7 H -0.05

x.
CH3O2S | ωB97M-V with the def2-TZVPD basis set

frontier orbital gap: 7.71 eV
structure (SMILES): C=[S@@H](=O)[O-]
net charge: -1

The geometry in XYZ format:
```
7
CH3O2S (ωB97M-V with the def2-TZVPD basis set)
C -0.78 -0.07 -0.81
O 1.78 -1.27 -0.11
O 0.80 1.49 0.17
S 0.56 0.04 0.18
H -1.24 0.90 -0.59
H -1.41 -0.91 -0.42
H 0.29 -0.18 1.58
```

How is the electron density shared among the atoms? According to Löwdin, the charges in e are:
1 C -0.40
2 O -0.63
3 O -0.54
4 S 0.61
5 H -0.04
6 H -0.03
7 H 0.03

Result of the stability comparison: x is the least stable of them.